1.
29
Properties=species:S:1:pos:R:3:forces:R:3:mulliken_charge:R:1 method="wB97M-V/def2-TZVPD" lumo_ev=0.67 homo_energy_ev=-7.5 e_tot_ev=-79518.6296 fmax_ha_per_bohr=0.1037 molar_mass_g_mol=252.22 smiles="CC(=C=N)[Se]c1ccccc1.C=CC" e_above_lowest_kj_mol=219.8
C 1.581 -2.281 1.954 -4.039 2.210 2.694 -1.273
C 0.875 -1.038 1.370 0.374 -0.162 1.932 -0.014
C 1.593 -0.261 0.627 0.961 0.744 -1.479 0.516
N 2.419 0.379 -0.005 -0.152 0.204 1.723 -0.525
Se -0.751 -0.507 2.328 0.371 0.973 -1.466 0.128
C -1.031 1.212 1.318 0.428 -1.104 1.515 -0.035
C -1.591 1.207 0.059 0.705 2.166 0.126 -0.222
C -1.698 2.451 -0.589 0.111 0.155 -1.518 -0.405
C -1.130 3.609 -0.073 -1.190 1.112 -0.771 -0.522
C -0.677 3.539 1.216 1.069 3.173 3.035 -0.094
C -0.622 2.404 1.958 -1.630 -2.240 -3.908 -0.664
H 2.511 -2.131 2.350 2.855 0.523 0.045 0.418
H 1.429 -3.084 1.343 0.083 -2.287 -1.414 0.285
H 1.034 -2.438 2.948 0.315 -0.385 -1.295 0.305
H 2.658 0.386 -0.971 -0.545 -0.373 -0.803 0.264
H -1.783 0.354 -0.522 -0.635 -1.220 -0.177 0.492
H -2.172 2.508 -1.594 0.451 -0.216 0.772 0.310
H -1.177 4.621 -0.589 0.014 -1.651 0.555 0.305
H -0.406 4.451 1.895 -0.285 -1.206 -2.037 0.186
H -0.274 2.378 2.899 1.144 -0.010 3.166 0.562
C -0.297 -2.281 -0.671 2.123 -3.852 -1.552 -1.225
C 0.225 -2.381 -1.876 0.661 -0.203 -1.925 0.362
C -0.063 -1.453 -3.043 0.290 -0.394 4.503 -1.423
H -0.956 -1.686 -0.235 -2.851 3.407 0.746 0.470
H -0.201 -3.093 0.007 0.757 -0.854 0.472 0.317
H 0.944 -3.173 -2.265 -1.096 0.544 1.456 0.260
H -0.167 -0.481 -2.698 0.067 2.201 0.592 0.367
H 0.678 -1.539 -3.694 3.076 -0.065 -3.096 0.465
H -0.948 -1.672 -3.449 -3.432 -1.190 -1.887 0.389



2.
17
Properties=species:S:1:pos:R:3:forces:R:3:mulliken_charge:R:1 method="wB97M-V/def2-TZVPD" lumo_ev=1.01 homo_energy_ev=-8.6 e_tot_ev=-9899.6382 fmax_ha_per_bohr=0.1282 molar_mass_g_mol=111.14 smiles="O[C@@]12CC=C[C@H]1NC2" e_above_lowest_kj_mol=575.6
O 0.121 1.496 -0.375 2.265 5.611 1.211 -0.517
C -0.589 0.425 -0.355 -1.964 -5.206 3.537 -0.050
C -0.188 -0.184 -1.673 -1.984 -2.892 -1.433 -0.343
C 1.196 -0.791 -1.244 1.700 -2.002 -1.533 -0.584
C 1.360 -1.079 0.099 1.545 0.567 0.025 -0.385
C 0.129 -0.671 0.704 -4.022 -0.067 -1.075 -0.074
N -0.385 0.041 1.931 1.362 1.865 -1.959 -0.518
C -1.538 0.574 0.943 1.597 0.019 1.113 -0.545
H 0.966 1.088 -0.455 2.398 0.804 -0.503 0.583
H -0.283 0.522 -2.524 0.877 -0.146 0.667 0.298
H -0.788 -1.077 -2.096 0.664 0.900 1.029 0.273
H 1.775 -1.270 -2.147 -0.697 1.069 2.140 0.274
H 2.009 -1.612 0.923 -0.232 0.845 -2.830 0.348
H -0.368 -1.698 0.544 -0.576 1.444 0.852 0.244
H 0.354 0.843 2.045 -2.038 -1.482 -0.166 0.374
H -2.203 -0.242 1.013 -1.237 -0.507 -0.067 0.309
H -1.952 1.545 1.331 0.343 -0.821 -1.010 0.314



3.
49
Properties=species:S:1:pos:R:3:forces:R:3:mulliken_charge:R:1 method="wB97M-V/def2-TZVPD" lumo_ev=0.64 homo_energy_ev=-7.9 e_tot_ev=-40050.8864 fmax_ha_per_bohr=0.0179 molar_mass_g_mol=360.48 smiles="CCOC(=O)CNC(=S)N(Cc1ccc(C)cc1)Cc1ccc(C)o1" e_above_lowest_kj_mol=55.7
C -3.309 -2.238 -2.296 0.054 0.201 0.340 -1.278
C -3.648 -1.146 -1.293 -0.415 -0.171 -0.327 -0.214
O -2.646 -1.065 -0.278 0.174 0.173 -0.039 0.020
C -2.749 -1.900 0.757 0.103 0.031 0.256 0.691
O -3.687 -2.623 0.965 -0.004 -0.122 -0.017 -0.615
C -1.521 -1.810 1.653 -0.050 -0.225 0.069 -1.069
N -0.742 -0.622 1.428 -0.011 0.485 0.089 -0.244
C 0.177 -0.587 0.422 0.207 -0.096 0.135 0.461
S 0.782 -1.984 -0.230 0.239 -0.639 -0.356 -0.402
N 0.631 0.624 0.022 -0.111 -0.017 0.170 0.711
C 1.600 0.689 -1.050 0.185 -0.060 -0.269 -2.157
C 3.021 0.458 -0.590 0.011 0.024 -0.021 1.379
C 3.408 0.666 0.724 -0.076 0.013 -0.118 -0.040
C 4.717 0.448 1.115 0.063 0.002 -0.040 -1.019
C 5.673 0.025 0.203 -0.005 0.050 0.015 0.904
C 7.085 -0.239 0.630 -0.024 -0.089 0.005 -1.427
C 5.282 -0.178 -1.115 -0.003 0.026 0.028 -0.684
C 3.974 0.033 -1.506 -0.088 0.079 0.069 -0.847
C 0.115 1.874 0.563 -0.411 -0.071 0.034 -1.670
C -1.271 2.157 0.072 0.282 0.466 -0.710 0.993
C -1.742 2.607 -1.123 0.355 -0.154 0.584 -0.795
C -3.156 2.583 -1.030 -0.218 -0.205 0.532 -0.669
C -3.456 2.114 0.214 -0.522 0.234 -0.721 0.480
C -4.750 1.851 0.892 0.350 -0.042 0.140 -1.295
O -2.314 1.855 0.890 0.047 0.001 0.333 -0.394
H -4.026 -2.223 -3.111 -0.085 -0.021 -0.109 0.418
H -3.344 -3.211 -1.810 -0.016 -0.089 -0.014 0.324
H -2.309 -2.082 -2.693 0.069 0.006 -0.072 0.276
H -4.616 -1.342 -0.822 0.119 0.108 -0.081 0.381
H -3.653 -0.160 -1.764 -0.008 -0.117 0.107 0.188
H -1.832 -1.869 2.699 -0.057 -0.002 -0.141 0.348
H -0.888 -2.676 1.419 -0.218 0.151 0.140 0.371
H -1.252 0.230 1.614 0.067 -0.089 -0.022 0.387
H 1.345 -0.073 -1.794 0.033 0.208 0.073 0.493
H 1.519 1.670 -1.528 -0.064 -0.023 0.070 0.516
H 2.683 0.986 1.458 -0.097 -0.001 0.076 0.292
H 4.998 0.608 2.146 0.048 0.021 0.099 0.340
H 7.211 -1.298 0.858 0.100 -0.045 0.038 0.273
H 7.784 0.018 -0.163 0.093 0.014 -0.004 0.383
H 7.335 0.331 1.522 0.073 0.021 0.045 0.360
H 6.009 -0.513 -1.841 0.088 -0.032 -0.078 0.363
H 3.685 -0.142 -2.533 -0.043 -0.053 -0.128 0.387
H 0.789 2.672 0.248 -0.084 -0.095 0.110 0.700
H 0.116 1.843 1.659 0.068 0.072 -0.070 0.388
H -1.160 2.921 -1.965 0.214 0.060 -0.149 0.538
H -3.853 2.876 -1.788 -0.230 0.048 -0.101 0.508
H -4.825 0.801 1.175 -0.079 -0.079 0.011 0.277
H -5.570 2.100 0.226 -0.043 0.011 -0.031 0.326
H -4.834 2.448 1.800 -0.082 0.030 0.048 0.342



4.
19
Properties=species:S:1:pos:R:3:forces:R:3:mulliken_charge:R:1 method="wB97M-V/def2-TZVPD" lumo_ev=0.94 homo_energy_ev=-9.5 e_tot_ev=-8462.5437 fmax_ha_per_bohr=0.0510 molar_mass_g_mol=100.16 e_above_lowest_kj_mol=174.7
C -1.438 1.217 1.107 -0.209 0.202 0.001 -1.335
C -0.715 -0.066 0.866 -1.526 -0.594 -0.608 -0.115
O -1.717 -0.834 -0.139 1.438 1.013 1.943 -0.495
C -0.528 -1.339 -0.683 1.542 -0.202 -0.386 -0.801
C 0.398 -0.203 -0.162 -0.157 -0.657 -0.622 1.717
C 1.757 -0.768 0.229 0.049 0.046 0.094 -1.659
C 0.507 0.970 -1.134 -0.047 -0.107 -0.127 -1.722
H -2.034 1.160 2.018 0.028 0.196 -0.045 0.339
H -0.832 2.127 1.086 0.092 -0.216 0.178 0.268
H -2.098 1.212 0.240 -0.262 0.706 0.238 0.373
H -0.492 -0.679 1.757 -0.451 0.076 -0.388 0.418
H -0.476 -1.508 -1.762 -0.479 -0.120 -0.043 0.370
H -0.258 -2.240 -0.120 0.160 -0.331 -0.428 0.362
H 1.664 -1.514 1.026 0.007 0.124 -0.089 0.378
H 2.499 -0.024 0.536 -0.183 0.024 -0.011 0.401
H 2.156 -1.287 -0.654 0.051 0.106 0.198 0.345
H 1.000 1.863 -0.720 -0.136 -0.351 0.085 0.352
H -0.485 1.263 -1.489 0.122 -0.002 -0.007 0.394
H 1.093 0.648 -2.000 -0.037 0.088 0.015 0.411



5.
14
Properties=species:S:1:pos:R:3:forces:R:3:mulliken_charge:R:1 method="wB97M-V/def2-TZVPD" lumo_ev=0.88 homo_energy_ev=-9.7 e_tot_ev=-9843.5581 fmax_ha_per_bohr=0.0119 molar_mass_g_mol=101.10 smiles="CN1CC1=O.C=O" e_above_lowest_kj_mol=359.1
C 2.395 -0.046 -0.360 0.162 0.044 0.125 -0.745
N 1.129 0.631 -0.649 -0.178 -0.243 -0.210 -0.203
C -0.186 1.191 0.007 0.292 0.191 0.137 -0.319
C 0.017 -0.084 -0.655 0.071 -0.291 -0.107 0.576
O -0.350 -1.231 -0.797 0.145 0.312 -0.177 -0.606
H 2.742 -0.454 -1.319 -0.062 0.148 0.235 0.269
H 3.158 0.629 0.021 -0.175 0.056 0.005 0.295
H 2.257 -0.897 0.320 -0.010 0.237 0.005 0.301
H -0.554 2.065 -0.524 0.232 -0.209 0.074 0.232
H -0.398 1.190 1.080 0.431 -0.094 -0.187 0.261
C -2.574 -0.759 -0.283 -0.359 0.184 0.048 -0.072
O -2.633 0.450 -0.221 -0.329 -0.514 0.032 -0.483
H -2.778 -1.307 -1.217 -0.085 0.061 0.082 0.247
H -2.355 -1.387 0.598 -0.135 0.117 -0.062 0.248



6.
68
Properties=species:S:1:pos:R:3:forces:R:3:mulliken_charge:R:1 method="wB97M-V/def2-TZVPD" lumo_ev=-3.03 homo_energy_ev=-9.9 e_tot_ev=-103565.0500 fmax_ha_per_bohr=0.0717 molar_mass_g_mol=576.16 e_above_lowest_kj_mol=0.0 total_charge=+1
Ga 0.510 2.033 0.834 -1.407 3.292 0.889 0.393
C -1.433 3.701 -0.038 0.426 -0.641 1.029 0.307
C -2.187 2.908 0.876 1.197 0.446 0.218 0.490
C -0.533 4.000 2.080 -0.274 -1.530 -0.248 0.356
C -0.403 4.381 0.703 -0.032 -1.445 -0.547 0.512
C -1.639 3.089 2.180 0.692 0.185 -1.083 0.304
C -1.666 3.831 -1.493 -0.154 0.197 -0.639 -1.513
H -2.107 2.918 -1.919 0.069 0.235 0.041 0.296
H -0.733 4.046 -2.036 -0.286 -0.056 0.083 0.362
H -2.363 4.660 -1.704 0.185 -0.262 -0.086 0.335
C 0.527 5.404 0.174 0.222 0.432 -0.092 -1.265
H 0.582 5.362 -0.919 0.056 0.060 0.183 0.346
H 1.539 5.265 0.577 -0.200 0.162 -0.114 0.259
H 0.187 6.413 0.451 0.138 -0.153 -0.070 0.315
C 0.243 4.554 3.212 0.180 0.313 0.364 -1.306
H -0.213 5.491 3.564 0.160 -0.139 -0.011 0.331
H 1.278 4.769 2.922 -0.201 0.012 0.121 0.290
H 0.260 3.859 4.060 0.054 0.167 -0.101 0.338
C -2.117 2.462 3.431 -0.265 -0.181 0.609 -1.430
H -2.863 3.103 3.929 0.175 -0.276 -0.034 0.348
H -1.296 2.305 4.147 -0.255 0.024 -0.139 0.326
H -2.597 1.491 3.242 0.059 0.209 0.093 0.296
C -3.308 2.010 0.530 -0.584 -0.203 -0.102 -1.473
H -4.270 2.519 0.673 0.012 -0.206 -0.065 0.319
H -3.319 1.114 1.162 -0.083 0.075 -0.099 0.314
H -3.262 1.695 -0.518 -0.073 -0.011 0.114 0.318
C 1.780 -3.679 -2.867 -0.285 0.464 -0.362 -0.270
C 0.526 -3.454 -3.287 0.610 -0.206 -0.206 -0.669
C -0.647 -4.369 -3.114 -0.346 -0.284 0.310 -0.551
C -0.548 -5.407 -1.965 -0.599 -0.331 -0.563 -0.987
C -0.346 -4.810 -0.605 0.474 0.346 0.733 -0.209
C 0.809 -4.469 -0.001 -0.823 -0.550 -0.236 -0.566
C 2.188 -4.678 -0.543 0.394 0.030 -0.347 -0.481
C 2.308 -4.842 -2.080 0.711 -0.339 0.327 -1.007
H -0.827 -4.924 -4.053 0.062 0.277 0.255 0.345
H 0.182 -6.184 -2.226 -0.413 0.303 0.268 0.323
H -1.555 -3.766 -2.945 0.202 -0.093 -0.098 0.287
H 1.896 -5.812 -2.386 0.271 0.516 0.008 0.357
H 2.568 -2.970 -3.153 -0.445 -0.016 0.067 0.388
H 0.331 -2.587 -3.929 0.193 -0.180 0.236 0.719
H 3.390 -4.887 -2.295 -0.391 -0.153 0.076 0.403
H 2.824 -3.829 -0.242 -0.103 -0.185 -0.001 0.270
H 0.775 -4.118 1.036 -0.119 -0.023 -0.259 0.536
H 2.639 -5.573 -0.075 -0.156 0.337 -0.049 0.405
H -1.530 -5.910 -1.930 0.403 0.050 -0.110 0.406
H -1.285 -4.689 -0.052 0.381 0.171 -0.004 0.373
P 0.731 0.574 -1.026 0.032 0.044 0.099 0.668
C 2.012 1.176 -2.149 0.326 -0.368 -0.435 -1.216
C -0.674 -0.120 -1.949 -0.188 -0.148 -0.262 -0.621
P 0.467 -0.180 1.767 0.040 0.250 -0.077 0.640
C 1.318 -0.724 0.188 0.058 0.061 0.006 -0.158
C -1.041 -1.188 1.951 -0.139 -0.248 0.121 -0.976
C 1.509 -0.318 3.241 0.193 -0.540 0.212 -1.202
H 2.738 1.797 -1.603 -0.291 -0.312 -0.044 0.324
H 1.544 1.800 -2.925 0.017 -0.228 0.258 0.404
H 2.527 0.335 -2.631 -0.055 0.248 0.011 0.401
H -0.434 -1.099 -2.402 0.065 0.396 0.278 -0.117
H -0.949 0.577 -2.756 0.093 -0.153 0.328 0.454
H -1.547 -0.239 -1.287 0.351 0.092 -0.168 0.279
H 1.919 -1.332 3.335 -0.056 0.238 0.073 0.425
H 0.901 -0.099 4.132 0.065 -0.067 -0.343 0.401
H 2.330 0.415 3.203 -0.301 -0.242 -0.172 0.310
H 2.411 -0.663 0.306 -0.320 0.137 0.011 0.569
H 1.066 -1.748 -0.119 -0.080 0.168 0.025 -0.515
H -1.482 -1.003 2.944 0.176 0.033 -0.357 0.436
H -0.820 -2.264 1.863 0.017 0.397 0.013 0.313
H -1.789 -0.918 1.188 0.343 -0.020 0.248 0.237
I 2.966 2.794 1.321 -0.176 -0.576 -0.188 -0.296